Run A
Below is a single C2H4N4OS molecule, with properties calculated with ωB97M-V/def2-TZVPD.

Its SMILES is Nn1cnc(=S)n1O. The LUMO energy is -0.34 eV. The multiplicity is 1. The calculation puts the HOMO energy at -8.73 eV.

The geometry in XYZ format:
```
12
Properties=species:S:1:pos:R:3:mulliken_charge:R:1
C 0.38718 -1.30732 -0.26683 0.030
C -1.54244 -0.39941 0.20973 0.248
H 2.25746 -0.19579 1.02976 0.284
H 2.41384 0.69985 -0.45345 0.284
H 1.20390 -2.09158 -0.38498 0.347
H -1.81006 1.82826 -0.44029 0.306
N 1.80673 0.58947 0.37429 -0.573
N 0.64847 0.00781 -0.28630 0.185
N -0.83354 -1.59603 0.09433 -0.449
N -0.55309 0.58342 0.20031 0.164
O -0.84733 1.89425 -0.15093 -0.377
S -3.13114 -0.01295 0.07434 -0.450
```



Run B
Below is a single C2H4N4OS molecule, with properties calculated with ωB97M-V/def2-TZVPD.

Its SMILES is Nn1[nH]c(=O)nc1S. The LUMO energy is 0.37 eV. The multiplicity is 1. The calculation puts the HOMO energy at -9.14 eV.

The geometry in XYZ format:
```
12
Properties=species:S:1:pos:R:3:mulliken_charge:R:1
C 1.68001 -0.35714 0.11493 0.438
C -0.42434 -0.41115 -0.08845 0.508
H -1.54364 2.08003 0.88207 0.242
H -1.42243 2.51708 -0.69753 0.235
H 1.88541 1.59364 -0.41387 0.303
H -1.89868 -2.02623 0.68904 0.187
N -0.91054 2.07830 0.03208 -0.702
N -0.06299 0.97040 -0.15519 0.473
N 1.23356 1.02365 0.21054 -0.349
N 0.55436 -1.21573 -0.03777 -0.485
O 2.85273 -0.72085 -0.06247 -0.571
S -2.06733 -0.86152 -0.02916 -0.278
```



Stability summary - winner: run B; margin: 1.908 eV.



Run A
Below is a single C3H8N2S3 molecule, with properties calculated with ωB97M-V/def2-TZVPD.

Its SMILES is CS/N=C(/NS)SC. The LUMO energy is 0.37 eV. The multiplicity is 1. The calculation puts the HOMO energy at -8.49 eV.

The geometry in XYZ format:
```
16
Properties=species:S:1:pos:R:3:mulliken_charge:R:1
C -1.88204 2.08745 1.20043 -0.850
C 0.98268 -0.18096 -0.25845 0.386
C -0.14935 -1.60557 -2.11496 -0.689
H -2.67804 2.65207 0.95386 0.385
H -1.07013 2.54756 1.80279 0.268
H -2.12519 1.25152 1.83752 0.264
H 2.27763 -1.70578 0.33982 0.345
H 1.36316 -0.82636 2.42215 0.123
H -1.18816 -1.29558 -1.47919 0.243
H -0.48089 -1.28238 -3.34291 0.262
H 0.35197 -2.61385 -1.78132 0.257
N 0.09556 0.28577 0.45197 -0.397
N 2.22462 -0.48544 0.28359 -0.438
S -1.14862 1.42224 -0.23581 0.044
S 2.35816 -0.06328 2.02174 -0.117
S 1.06866 -0.18740 -2.10123 -0.085
```



Run B
Below is a single C3H8N2S3 molecule, with properties calculated with ωB97M-V/def2-TZVPD.

Its SMILES is CSCSC(=S)NN. The LUMO energy is 0.43 eV. The multiplicity is 1. The calculation puts the HOMO energy at -8.40 eV.

The geometry in XYZ format:
```
16
Properties=species:S:1:pos:R:3:mulliken_charge:R:1
C -2.72827 -1.20612 -0.81000 -0.796
C -1.25015 0.13813 1.10772 -0.864
C 1.30103 0.28559 0.01002 0.410
H -2.83398 -1.83036 0.06738 0.259
H -1.96099 -1.60758 -1.45435 0.270
H -3.64699 -1.11746 -1.35263 0.327
H -0.86592 1.10060 1.43958 0.363
H -1.76956 -0.33572 1.95954 0.443
H 3.03536 0.45915 -0.98924 0.220
H 3.12395 -1.68326 0.64756 0.254
H 2.42000 -2.16090 -0.77680 0.260
N 2.40713 -0.22053 -0.57190 0.017
N 2.92965 -1.43336 -0.33529 -0.723
S -2.35877 0.47119 -0.28921 0.015
S 0.20095 -0.90732 0.70951 -0.047
S 0.98314 1.90157 -0.11013 -0.408
```



Stability summary - winner: run B; margin: 3.304 eV.